# C4H8O2

One molecule with the formula C4H8O2 (the ωB97M-V functional and the def2-TZVPD basis, the OMol25 dataset).

Geometry as ORCA input:
```
! RIJCOSX wB97M-V def2-TZVPD def2/J DEFGRID3
* xyz 0 1
C -1.78 0.43 -0.38
O -1.03 0.16 0.78
C -0.19 -0.96 0.67
C 1.12 -0.67 -0.06
O 1.73 -1.57 -0.60
C 1.60 0.76 -0.04
H -2.79 0.02 -0.30
H -1.84 1.52 -0.49
H -1.31 0.02 -1.29
H 0.07 -1.26 1.69
H -0.68 -1.81 0.18
H 2.66 0.78 -0.30
H 1.41 1.24 0.93
H 1.03 1.34 -0.79
*
```

The calculated total energy comes out at -8371.88259 eV. The energy above the lowest of the compared OMol25 structures with the same formula, charge and spin is 135.0 kJ/mol. The calculation puts the max |F| at 0.507 eV Å⁻¹. As for the SMILES: COCC(C)=O. Its orbital gap is 0.3796 hartree. As for the HOMO energy: -9.5 eV.

---

# C49H31BrF3N4O2S2SbV

C49H31BrF3N4O2S2SbV as an isolated structure (the ωB97M-V functional and the def2-TZVPD basis, the OMol25 dataset).

Geometry as ORCA input:
```
! RIJCOSX wB97M-V def2-TZVPD def2/J DEFGRID3
* xyz -2 4
V 0.31 0.56 0.00
C 1.28 1.08 -3.14
O 1.58 1.20 -1.77
C 2.86 1.50 -1.38
C 3.84 1.89 -2.27
C 5.13 2.18 -1.81
C 5.40 2.09 -0.45
C 4.41 1.71 0.45
C 3.12 1.40 0.01
N 2.07 1.03 0.83
N 2.42 0.87 2.10
C 1.47 0.63 3.03
C 0.06 0.52 2.84
O -0.51 0.43 1.64
C -0.79 0.52 3.96
C -0.33 0.51 5.24
C 1.07 0.48 5.49
C 1.59 0.40 6.80
C 2.94 0.39 7.03
C 3.83 0.45 5.94
C 3.35 0.52 4.66
C 1.96 0.54 4.39
H 1.33 2.05 -3.63
H 1.97 0.37 -3.61
H 0.26 0.69 -3.19
H 3.62 1.96 -3.32
H 5.89 2.48 -2.51
H 6.39 2.32 -0.08
H 4.61 1.64 1.51
H -1.86 0.52 3.76
H -1.01 0.50 6.08
H 0.90 0.35 7.63
H 3.32 0.32 8.04
H 4.90 0.43 6.11
H 4.03 0.56 3.81
S -1.58 -0.49 -1.19
C -0.88 -1.81 -2.09
C -1.68 -2.47 -3.03
C -1.20 -3.54 -3.77
C -2.07 -4.19 -4.73
N -2.76 -4.70 -5.49
C 0.12 -3.97 -3.59
C 0.92 -3.33 -2.65
C 0.44 -2.27 -1.87
S 1.47 -1.59 -0.64
C 0.67 -5.06 -4.35
N 1.13 -5.93 -4.95
H -2.70 -2.14 -3.17
H 1.93 -3.67 -2.49
F -8.51 -4.41 4.14
C -7.45 -3.81 3.54
C -7.60 -2.53 3.04
C -6.51 -1.93 2.42
C -5.29 -2.58 2.30
C -5.18 -3.87 2.83
C -6.26 -4.49 3.45
Sb -3.52 -1.60 1.45
C -4.72 -0.46 0.08
C -5.70 -0.99 -0.75
C -6.41 -0.18 -1.63
C -6.12 1.17 -1.66
F -6.82 1.96 -2.51
C -5.17 1.74 -0.85
C -4.46 0.91 0.02
C -3.01 -3.36 0.36
C -1.66 -3.71 0.32
C -1.23 -4.85 -0.35
C -2.17 -5.62 -1.01
F -1.77 -6.72 -1.68
C -3.52 -5.31 -1.00
C -3.93 -4.18 -0.30
H -8.56 -2.03 3.13
H -6.63 -0.93 2.02
H -4.25 -4.41 2.75
H -6.18 -5.49 3.85
H -5.92 -2.05 -0.73
H -7.16 -0.59 -2.29
H -4.96 2.80 -0.91
H -3.68 1.34 0.63
H -0.92 -3.07 0.78
H -0.18 -5.11 -0.40
H -4.22 -5.94 -1.52
H -4.99 -3.96 -0.26
Br -1.39 7.10 -1.28
C -0.95 5.28 -0.88
C 0.19 5.00 -0.15
C 0.49 3.66 0.12
C -0.29 2.59 -0.32
C -1.43 2.95 -1.06
C -1.77 4.27 -1.34
H 0.82 5.80 0.21
H 1.38 3.47 0.71
H -2.09 2.17 -1.44
H -2.66 4.50 -1.92
*
```

Its expectation value of S² is 3.81. The calculated total energy comes out at -193465.66843 eV. The energy above the lowest of the compared OMol25 structures with the same formula, charge and spin is 9.5 kJ/mol. The calculation puts the max |F| at 1.326 eV Å⁻¹. Its orbital gap (alpha / beta) is 0.1799 / 0.2393 hartree. As for the HOMO energy (alpha / beta): -1.1 / -2.7 eV.

---

# C3H8N4

One molecule with the formula C3H8N4 (the ωB97M-V functional and the def2-TZVPD basis, the OMol25 dataset).

Geometry as ORCA input:
```
! RIJCOSX wB97M-V def2-TZVPD def2/J DEFGRID3
* xyz 0 1
C 0.37 -0.08 1.17
C -0.44 0.93 0.58
C -0.61 1.34 -0.68
H -0.55 -2.23 0.04
H 0.47 -2.20 -1.20
H 1.50 -1.64 0.97
H 0.21 0.69 2.92
H -0.98 1.56 1.37
H -1.24 2.26 -0.82
H 0.29 -0.08 -2.03
H -0.67 1.24 -2.62
N 0.04 -1.59 -0.54
N 1.00 -0.98 0.34
N 0.58 -0.16 2.42
N 0.02 0.95 -1.92
*
```

The calculated total energy comes out at -9199.29398 eV. The energy above the lowest of the compared OMol25 structures with the same formula, charge and spin is 225.7 kJ/mol. The calculation puts the max |F| at 2.846 eV Å⁻¹. As for the SMILES: [H]/N=C(\C=C/N)NN. Its orbital gap is 0.3419 hartree. As for the HOMO energy: -8.4 eV.

---

# C42H44Cl5N3O2OsSi

C42H44Cl5N3O2OsSi as an isolated structure (the ωB97M-V functional and the def2-TZVPD basis, the OMol25 dataset).

Geometry as ORCA input:
```
! RIJCOSX wB97M-V def2-TZVPD def2/J DEFGRID3
* xyz 0 1
Os 0.12 0.38 0.42
C 0.65 2.96 3.05
C 0.85 1.67 3.79
C 0.56 1.61 5.15
C 0.75 0.44 5.87
C 1.27 -0.68 5.24
C 1.57 -0.66 3.89
C 2.14 -1.88 3.22
C 1.32 0.51 3.17
N 1.55 0.45 1.75
C 2.82 0.43 1.28
C 4.02 0.72 2.13
C 2.92 0.09 -0.06
C 4.24 -0.15 -0.73
N 1.72 -0.07 -0.65
C 1.65 -0.68 -1.95
C 1.75 0.05 -3.13
C 2.13 1.50 -3.15
C 1.58 -0.63 -4.33
C 1.37 -2.00 -4.37
C 1.38 -2.72 -3.19
C 1.53 -2.08 -1.96
C 1.61 -2.89 -0.69
H 0.29 3.73 3.73
H -0.08 2.86 2.25
H 1.59 3.31 2.61
H 0.18 2.49 5.64
H 0.51 0.41 6.92
H 1.43 -1.59 5.80
H 2.18 -2.71 3.92
H 3.16 -1.69 2.86
H 1.54 -2.18 2.36
H 3.73 0.99 3.15
H 4.59 1.54 1.70
H 4.69 -0.14 2.19
H 4.81 -0.92 -0.21
H 4.84 0.76 -0.73
H 4.11 -0.47 -1.76
H 1.98 1.98 -2.19
H 1.56 2.05 -3.90
H 3.19 1.60 -3.40
H 1.64 -0.07 -5.26
H 1.24 -2.50 -5.32
H 1.27 -3.80 -3.21
H 1.09 -3.84 -0.81
H 1.19 -2.36 0.16
H 2.66 -3.11 -0.46
Cl -2.75 -2.91 5.65
C -2.40 -1.71 4.46
C -2.87 -0.40 4.62
Cl -3.84 0.00 5.99
C -2.55 0.58 3.69
Cl -3.11 2.21 3.83
C -1.74 0.26 2.60
O -1.38 1.10 1.66
C -1.27 -1.05 2.43
O -0.51 -1.26 1.36
C -1.63 -2.04 3.35
Cl -1.08 -3.66 3.07
C -3.23 0.30 -0.45
Si -2.26 1.61 -1.38
C -2.25 1.06 -3.17
C -3.23 3.17 -1.10
N -0.58 1.78 -0.85
C 0.09 2.98 -1.12
C 1.16 3.40 -0.33
C 1.83 4.59 -0.57
C 1.46 5.41 -1.62
C 0.42 4.99 -2.45
C -0.25 3.80 -2.21
H -4.18 0.20 -0.98
H -3.44 0.61 0.57
H -2.78 -0.69 -0.42
H -3.24 0.70 -3.47
H -1.54 0.24 -3.30
H -1.96 1.85 -3.87
H -4.22 3.09 -1.56
H -2.76 4.08 -1.47
H -3.38 3.28 -0.02
H 1.47 2.76 0.49
H 2.64 4.88 0.08
H 1.97 6.34 -1.81
H 0.13 5.60 -3.30
H -1.02 3.49 -2.90
Cl -3.43 -5.00 -0.06
C -3.19 -4.47 -1.68
C -3.87 -5.09 -2.70
C -3.70 -4.66 -4.01
C -2.84 -3.60 -4.32
C -2.15 -2.98 -3.31
C -2.29 -3.39 -1.96
C -1.58 -2.74 -0.97
H -4.54 -5.90 -2.47
H -4.25 -5.15 -4.80
H -2.73 -3.27 -5.34
H -1.47 -2.16 -3.53
H -0.93 -1.92 -1.22
H -1.62 -3.03 0.07
*
```

The calculated total energy comes out at -125790.74793 eV. The energy above the lowest of the compared OMol25 structures with the same formula, charge and spin is 0.0 kJ/mol. The calculation puts the max |F| at 0.971 eV Å⁻¹. Its orbital gap (alpha / beta) is 0.1007 / 0.1053 hartree. As for the HOMO energy (alpha / beta): -6.2 / -6.3 eV.